Record 1
Here is a structure of composition C33H42AsAuNO7PS from the Open Molecules 2025 dataset. Energies are from ωB97M-V/def2-TZVPD.

The calculation puts the orbital gap at 7.787 eV. The energy above the lowest of the compared OMol25 structures with the same formula, charge and spin comes out at 0.2518 eV.

```
! RIJCOSX wB97M-V def2-TZVPD def2/J DEFGRID3
* xyz -2 1
Au 3.91247 0.65947 0.54068
O 5.16394 -2.65459 -0.72028
As 4.12031 -2.87199 0.69584
O 5.02928 -3.77026 1.70461
O 3.48641 -1.33164 1.03349
C 2.73334 -3.92212 -0.11006
C 3.05468 -4.22608 -1.43106
C 2.13636 -4.85606 -2.22196
C 0.86288 -5.18553 -1.76980
C 0.56318 -4.84483 -0.47914
C 1.45955 -4.15701 0.32617
S 0.95475 -3.83007 1.99535
O -0.32184 -3.18911 1.79133
O 0.84390 -5.17446 2.60818
O 1.95883 -2.97895 2.58913
H 4.92137 -1.87452 -1.23531
H 3.95156 -3.98082 -1.84484
H 2.36088 -5.11124 -3.23421
H 0.17813 -5.61073 -2.54402
H -0.45845 -5.04020 -0.07204
O -2.15414 1.08257 -0.77336
P -1.61320 -0.18097 -0.12083
C -0.49165 -1.18336 -1.17117
C -1.03627 -1.29407 -2.67409
C -0.81691 -0.01057 -3.43337
C 0.70539 0.43601 -3.45381
C 1.24559 0.41557 -2.01595
C 1.00195 -0.90344 -1.37045
C -3.08806 -1.25340 0.21804
C -2.93191 -2.45081 1.20350
C -4.18588 -3.29474 1.02937
C -5.43239 -2.47370 1.35903
C -5.59164 -1.24633 0.43950
C -4.30994 -0.37633 0.55223
C -0.68932 -0.04279 1.51744
C -1.56050 0.30679 2.72095
C -2.13453 1.72388 2.64749
C -0.94676 2.72682 2.64504
C 0.01530 2.45933 1.47683
C 0.45383 0.96232 1.42004
H -0.66125 -2.21441 -0.68469
H -2.10165 -1.66701 -2.70551
H -0.37140 -2.05727 -3.17497
H -1.34919 0.79152 -2.96114
H -1.17670 -0.05304 -4.44746
H 0.79237 1.36660 -4.00530
H 1.36289 -0.28090 -4.02479
H 0.84914 1.28385 -1.48646
H 2.36602 0.51082 -2.01825
H 1.63074 -0.95453 -0.51410
H 1.31822 -1.62915 -2.13269
H -3.32653 -1.72452 -0.77821
H -3.01408 -2.01481 2.27254
H -1.93124 -2.96040 1.13859
H -4.14889 -4.19440 1.69158
H -4.24434 -3.62175 0.05734
H -5.45305 -2.07110 2.34919
H -6.37094 -3.12085 1.36362
H -6.45224 -0.72176 0.77164
H -5.90327 -1.38466 -0.64489
H -4.10741 -0.00748 1.54028
H -4.28912 0.42054 -0.19618
H -0.24119 -1.08449 1.58255
H -0.96977 0.27816 3.61083
H -2.22230 -0.55184 2.89223
H -2.82374 1.90092 3.45926
H -2.73142 1.85323 1.71350
H -0.43622 2.58076 3.60686
H -1.27319 3.75992 2.44491
H 0.92608 3.04477 1.49448
H -0.42790 2.63489 0.51947
H 1.01885 0.68248 2.29633
H 1.07545 0.84970 0.51679
N 2.37321 10.27267 -0.83184
C 2.42952 9.13009 -0.77070
C 2.68089 7.70835 -0.49440
C 3.98944 7.31998 -0.28207
C 4.19850 5.96072 -0.01462
C 3.18124 5.01984 -0.16639
C 1.83726 5.41787 -0.40815
C 1.62612 6.74405 -0.65798
C 3.52136 3.64357 -0.11373
C 3.78904 2.47957 0.03720
H 4.81392 7.97071 -0.29705
H 5.17636 5.52711 0.07611
H 1.05906 4.71416 -0.51435
H 0.66091 6.99542 -0.94786
*
```

=====

Record 2
Here is a cluster of 7 separate species, C33H42BN6O3P2 in total from the Open Molecules 2025 dataset. Energies are from ωB97M-V/def2-TZVPD.

The calculation puts the orbital gap at 7.700 eV.

```
! RIJCOSX wB97M-V def2-TZVPD def2/J DEFGRID3
* xyz 1 1
C 3.59642 1.65565 1.08574
C 3.01193 1.91566 -0.29777
C 1.64339 2.60581 -0.30074
P 0.38006 1.57884 0.49766
P -1.60365 2.54935 0.77589
O -2.63327 1.51961 0.54705
B -0.12985 -0.04107 -0.58790
O -0.45147 0.10654 -1.87666
O -0.12710 -1.24987 -0.01675
H 3.18066 0.76361 1.56346
H 4.67252 1.49426 1.02273
H 3.43988 2.50063 1.76338
H 3.67724 2.55386 -0.88183
H 2.93017 1.00405 -0.89206
H 1.29018 2.70114 -1.33453
H 1.65973 3.60180 0.14801
H 0.79138 1.17021 1.77398
H -1.50452 3.18715 2.02437
H -1.48958 3.61238 -0.14206
H -0.75527 0.93433 -2.25251
H 0.40543 -1.43237 0.75886
N -2.31393 0.90248 4.95498
C -1.93304 0.42566 3.77148
C -0.77486 -0.31796 3.59504
C 0.01969 -0.60448 4.69592
C -0.37516 -0.11950 5.92999
C -1.54362 0.62973 6.00430
H -2.58868 0.64042 2.93287
H -0.52590 -0.69664 2.61134
H 0.92314 -1.19275 4.59748
H 0.21013 -0.30337 6.82012
H -1.86478 1.04042 6.95512
N 3.19760 0.87985 -3.40224
C 3.94485 1.66005 -4.18313
C 4.38005 1.28677 -5.44587
C 4.03075 0.03488 -5.92451
C 3.26612 -0.79340 -5.11872
C 2.87208 -0.32431 -3.87774
H 4.20765 2.63507 -3.78595
H 4.97430 1.96899 -6.03779
H 4.33775 -0.28561 -6.91057
H 2.95669 -1.77306 -5.45460
H 2.24974 -0.94111 -3.23622
N 0.73420 0.32705 -7.14807
C -0.16597 -0.08058 -8.03969
C -1.53344 0.10999 -7.89273
C -1.99244 0.76114 -6.76066
C -1.06296 1.19197 -5.82646
C 0.28207 0.95195 -6.06337
H 0.22226 -0.58510 -8.91714
H -2.21587 -0.24420 -8.65289
H -3.05076 0.93189 -6.61241
H -1.37534 1.71651 -4.93183
H 1.03378 1.27729 -5.35054
N -1.01417 -6.26494 -2.04469
C 0.14287 -5.89115 -2.58330
C 0.47797 -4.56690 -2.83574
C -0.43601 -3.58028 -2.50518
C -1.64573 -3.95674 -1.94249
C -1.88691 -5.30781 -1.73884
H 0.83654 -6.68739 -2.82894
H 1.43392 -4.32591 -3.28168
H -0.21734 -2.53550 -2.68772
H -2.39479 -3.22377 -1.67202
H -2.82914 -5.63733 -1.31360
N 1.61024 5.96167 6.23357
C 1.23589 5.59659 5.01123
C 0.25066 4.65142 4.76752
C -0.38347 4.05255 5.84551
C -0.00411 4.42940 7.12238
C 0.99474 5.38454 7.26230
H 1.74608 6.08653 4.18850
H -0.01674 4.39904 3.74790
H -1.16027 3.31633 5.68437
H -0.46855 3.99829 7.99893
H 1.31321 5.70098 8.24888
N -4.47657 -3.66176 4.24971
C -3.53081 -2.88963 3.72092
C -2.78642 -3.24986 2.60749
C -3.02687 -4.47972 2.01430
C -4.00730 -5.29249 2.55751
C -4.70322 -4.83767 3.67006
H -3.36340 -1.93784 4.21434
H -2.03129 -2.58158 2.21406
H -2.45893 -4.79825 1.14908
H -4.23269 -6.26210 2.13469
H -5.47778 -5.45035 4.11711
*
```

=====

Record 3
Here is a structure of composition C33H42BrCaN4O5SSb from the Open Molecules 2025 dataset. Energies are from ωB97M-V/def2-TZVPD.

The calculation puts the orbital gap at 7.255 eV. The energy above the lowest of the compared OMol25 structures with the same formula, charge and spin comes out at 0.0000 eV.

```
! RIJCOSX wB97M-V def2-TZVPD def2/J DEFGRID3
* xyz 0 1
Ca -1.00224 -0.03547 0.23720
C -1.32060 0.56780 3.12082
C -1.80211 1.71971 2.49948
C -2.95241 1.66187 1.72320
C -3.62652 0.44944 1.55928
C -3.14523 -0.69881 2.17640
C -1.98998 -0.63871 2.95800
H -0.40688 0.61475 3.69688
H -1.26114 2.65006 2.60685
H -3.32925 2.55626 1.24454
H -4.52675 0.40922 0.95879
H -3.65973 -1.64176 2.04782
H -1.61411 -1.53569 3.43273
Br 4.84314 1.26501 4.61401
C 4.45748 0.30868 3.01776
C 5.45891 -0.47581 2.45475
C 5.14592 -1.17196 1.30324
C 3.86797 -1.06061 0.77176
C 2.96271 -0.23466 1.41486
N 3.25148 0.44525 2.52738
C 1.57262 -0.06445 0.85856
O 1.14591 -0.93351 0.04080
O 0.87375 0.91400 1.22548
H 6.43635 -0.53015 2.91010
H 5.88985 -1.79597 0.82592
H 3.56618 -1.59006 -0.11983
C -2.74023 4.30681 -1.50921
C -3.13525 3.17141 -2.45192
C -3.45148 3.74210 -3.83183
C -4.37797 2.47880 -1.88901
Sb -1.52580 1.68393 -2.47105
C -1.83991 0.46218 -4.25702
C -1.52581 1.17020 -5.57147
C -3.30005 0.00825 -4.24456
C -0.93611 -0.76361 -4.10759
C 0.32310 2.81878 -2.77415
C 1.39545 1.81396 -3.19684
C 0.20275 3.91757 -3.82539
C 0.73272 3.42340 -1.42964
H -3.59902 4.97189 -1.36424
H -1.92582 4.90971 -1.91026
H -2.43333 3.94191 -0.52449
H -4.23884 4.49856 -3.73518
H -3.81594 2.97854 -4.51695
H -2.58683 4.22286 -4.28945
H -5.19631 3.20369 -1.81530
H -4.19685 2.08203 -0.88600
H -4.71742 1.65818 -2.52016
H -2.11382 2.07910 -5.70577
H -1.76968 0.48078 -6.38562
H -0.46826 1.42806 -5.65496
H -3.98517 0.82696 -4.46687
H -3.58472 -0.42572 -3.28012
H -3.44970 -0.75659 -5.01114
H 0.12402 -0.50349 -4.10980
H -1.13462 -1.43181 -4.95094
H -1.15073 -1.31074 -3.18427
H 1.20849 1.40397 -4.18929
H 1.48117 0.98091 -2.49217
H 2.36674 2.32014 -3.22584
H -0.12170 3.53260 -4.79207
H 1.18320 4.38690 -3.96609
H -0.48907 4.70342 -3.52016
H 0.87906 2.66072 -0.66048
H 0.00724 4.14710 -1.05675
H 1.68640 3.94974 -1.55018
O -2.36439 -1.71164 -7.12438
S -3.49210 -2.63235 -7.25691
O -4.70692 -2.15539 -6.62045
O -3.64896 -3.23732 -8.55215
C -2.94383 -3.96422 -6.14283
N -2.58001 -5.15315 -6.61104
C -2.09192 -6.01465 -5.72500
C -1.92571 -5.70952 -4.38221
C -2.35137 -4.44647 -4.00369
N -2.87963 -3.59198 -4.86638
C -2.20446 -3.86060 -2.64782
C -1.04220 -3.98911 -1.90162
C -0.85605 -3.16711 -0.80347
N -1.77230 -2.28095 -0.39718
C -2.93539 -2.23881 -1.06681
C -3.19113 -2.99132 -2.18919
H -1.81257 -6.99059 -6.10822
H -1.50715 -6.41927 -3.68208
H -0.24478 -4.64559 -2.22308
H 0.08167 -3.16540 -0.26271
H -3.67279 -1.52619 -0.70791
H -4.09996 -2.85839 -2.75930
*
```

=====

Record 4
Here is a structure of composition C33H42ClMgN8O4S3Se2 from the Open Molecules 2025 dataset. Energies are from ωB97M-V/def2-TZVPD.

The calculation puts the orbital gap at 8.592 eV. The energy above the lowest of the compared OMol25 structures with the same formula, charge and spin comes out at 0.0000 eV.

```
! RIJCOSX wB97M-V def2-TZVPD def2/J DEFGRID3
* xyz 1 1
Mg -1.80767 1.64414 -0.02290
C -2.81067 2.36186 3.79800
Se -1.39097 1.43781 2.84691
C -0.08039 2.89007 2.88243
C 1.29887 2.39992 2.48466
Se 1.26703 1.23028 0.91509
C 2.90744 1.85088 0.08508
H -3.01359 3.30822 3.30928
H -2.51151 2.49480 4.83370
H -3.68545 1.71707 3.75288
H -0.05293 3.27168 3.90295
H -0.44973 3.67195 2.22132
H 1.75742 1.84038 3.29725
H 1.93526 3.24566 2.22741
H 3.74040 1.67732 0.76044
H 2.80366 2.90252 -0.16877
H 3.03956 1.25562 -0.81509
N 0.72065 2.17382 -2.57400
C -0.43226 1.56813 -2.94313
N -1.45435 1.35413 -2.15618
C -2.48032 0.70001 -2.81694
C -2.22675 0.37535 -4.09995
S -0.64963 0.91551 -4.53875
C -3.72488 0.53101 -2.05480
C -4.87635 -0.06325 -2.42627
S -6.06162 0.12174 -1.19245
C -4.92095 0.98230 -0.22430
N -3.74844 1.10484 -0.79139
N -5.18629 1.45649 1.02736
H 0.70397 2.79518 -1.76476
H 1.32622 2.49076 -3.31348
H -2.87175 -0.10095 -4.81826
H -5.10409 -0.58181 -3.34179
H -6.15236 1.44308 1.31227
H -4.69588 2.32440 1.22955
O 0.99729 4.37066 -0.54672
C -0.16578 4.62985 -0.27834
N -1.20181 3.75209 -0.37794
S -2.63752 4.44096 -0.09448
O -3.22038 3.61355 0.95839
O -3.45610 4.61524 -1.25341
C -1.99514 5.98030 0.49073
C -2.63884 7.08586 1.00461
C -1.85313 8.18586 1.33111
C -0.47818 8.16598 1.12292
C 0.14976 7.04688 0.58621
C -0.62651 5.95033 0.27308
H -3.71127 7.09882 1.14791
H -2.31890 9.06959 1.74535
H 0.10951 9.03741 1.37914
H 1.21755 7.02338 0.41282
C 2.51764 -4.52926 2.20317
C 1.61111 -3.64616 1.32876
C 0.81508 -2.74254 2.29173
C 2.51929 -2.75254 0.47830
C 0.65090 -4.54346 0.46679
O -0.35420 -5.09854 1.31881
C 1.32553 -5.74716 -0.26898
C 1.72444 -5.67891 -1.75794
C 2.90545 -4.80339 -2.08595
C 2.77004 -3.65115 -2.85130
C 3.85119 -2.81426 -3.09388
C 5.09033 -3.14166 -2.57215
Cl 6.44329 -2.09268 -2.85217
C 5.26358 -4.30740 -1.84063
C 4.17275 -5.12822 -1.60716
C -0.14726 -3.79002 -0.60669
N -0.91246 -2.62256 -0.18949
C -0.62251 -1.34868 -0.44864
N -1.50313 -0.56349 0.14138
C -2.33164 -1.44524 0.77238
N -2.01010 -2.70100 0.58818
H 3.07757 -3.88898 2.88607
H 3.25089 -5.08642 1.62080
H 1.95256 -5.23187 2.82098
H 1.50964 -2.31889 3.01996
H 0.04692 -3.29586 2.82749
H 0.34844 -1.89564 1.79145
H 3.10550 -2.11554 1.14454
H 1.95583 -2.08941 -0.18147
H 3.21542 -3.32758 -0.13011
H 0.06780 -5.67316 1.96706
H 0.58702 -6.54665 -0.19467
H 2.19231 -6.08269 0.29847
H 0.87243 -5.39742 -2.37806
H 1.96983 -6.70440 -2.04521
H 1.80506 -3.40070 -3.28027
H 3.73883 -1.92043 -3.69263
H 6.24373 -4.56474 -1.46321
H 4.31094 -6.03859 -1.03413
H -0.85416 -4.50727 -1.02373
H 0.52195 -3.44625 -1.38978
H 0.20740 -1.03100 -1.05952
H -3.18746 -1.14587 1.35665
*
```

=====

Record 5
Here is a structure of composition C33H43AsBrCsF4N2PSi3 from the Open Molecules 2025 dataset. Energies are from ωB97M-V/def2-TZVPD.

The calculation puts the orbital gap at 4.954 eV.

```
! RIJCOSX wB97M-V def2-TZVPD def2/J DEFGRID3
* xyz -1 1
Cs 0.36448 -0.43427 0.03289
F -3.76094 7.02737 -0.12169
C -2.70136 6.23220 -0.05461
C -1.44985 6.77092 0.14129
F -1.31123 8.09056 0.26174
C -0.35217 5.93662 0.20669
F 0.82925 6.52979 0.40278
C -0.44751 4.55580 0.08404
P 1.02707 3.43941 0.07741
C 1.93371 4.07594 1.53626
C 3.31395 4.25455 1.55637
C 3.96060 4.60927 2.73323
C 3.24051 4.78232 3.90558
C 1.86465 4.59227 3.89937
C 1.21839 4.23814 2.72557
C 1.90809 4.09361 -1.39324
C 2.76839 5.18886 -1.43401
C 3.36422 5.56582 -2.62932
C 3.10504 4.86198 -3.79792
C 2.25236 3.76821 -3.76812
C 1.66919 3.38196 -2.56997
C -1.73114 4.03491 -0.09285
Br -2.06018 2.17826 -0.19417
C -2.83894 4.86456 -0.16602
F -4.06279 4.37308 -0.33766
H 3.89340 4.11407 0.65289
H 5.03521 4.74533 2.73223
H 3.74814 5.05870 4.82095
H 1.29446 4.71480 4.81188
H 0.14516 4.08276 2.73291
H 2.97660 5.75302 -0.53584
H 4.03401 6.41722 -2.64705
H 3.57424 5.16015 -4.72716
H 2.05293 3.20675 -4.67201
H 1.01987 2.51358 -2.54322
C 4.27183 1.25051 -0.07434
C 4.31769 -0.25556 -0.10751
C 5.52609 -0.92465 -0.10253
C 5.48151 -2.32776 -0.09526
C 4.27908 -2.97493 -0.10296
C 3.04543 -2.23130 -0.13191
N 3.12603 -0.86150 -0.12101
N 1.82984 -2.76955 -0.16808
Si 1.45443 -4.43189 -0.18154
C 1.99030 -5.33009 1.39419
C -0.40074 -4.61591 -0.30608
C 2.17728 -5.38289 -1.64974
H 5.27266 1.68524 -0.10526
H 3.77741 1.57717 0.84312
H 3.69438 1.63475 -0.92014
H 6.46317 -0.38342 -0.09826
H 6.40446 -2.89870 -0.08139
H 4.23316 -4.05665 -0.09266
H 1.57339 -4.81007 2.26344
H 3.07922 -5.34309 1.51069
H 1.63387 -6.36488 1.41547
H -0.90864 -4.08316 0.50016
H -0.68853 -5.67396 -0.25475
H -0.78403 -4.20638 -1.24420
H 3.27242 -5.38403 -1.64603
H 1.85307 -4.90981 -2.58279
H 1.83703 -6.42307 -1.66222
C -4.12792 -0.97981 -2.87581
Si -4.34755 -2.31559 -1.55045
C -3.91699 -3.93556 -2.42922
C -6.20808 -2.43361 -1.20681
As -3.09283 -1.68751 0.26017
Si -3.81615 -3.24278 1.78730
C -2.53053 -3.43861 3.16405
C -4.14041 -4.98987 1.14237
C -5.41150 -2.71420 2.66181
H -4.77858 -1.15800 -3.74001
H -3.09191 -0.96345 -3.23002
H -4.35941 0.00957 -2.46877
H -4.58894 -4.09961 -3.28013
H -4.00505 -4.79065 -1.75371
H -2.88846 -3.91492 -2.80192
H -6.78865 -2.57818 -2.12651
H -6.55783 -1.52361 -0.71122
H -6.41886 -3.27592 -0.53888
H -1.68002 -4.03940 2.82624
H -2.96564 -3.92846 4.04249
H -2.14515 -2.46297 3.47594
H -3.25461 -5.37345 0.62705
H -4.97339 -4.99855 0.43240
H -4.38682 -5.67168 1.96434
H -5.26424 -1.73855 3.13459
H -5.72645 -3.43109 3.43149
H -6.22360 -2.60649 1.93561
*
```

=====

no.,F_max (Eh/bohr),total energy (eV),E_LUMO (eV)
1,0.0627,-135381.4519,3.937
2,0.0060,-69234.0648,-3.711
3,0.0027,-156957.3636,-0.569
4,0.0098,-236179.5635,-1.983
5,0.0194,-213124.9684,1.711